# C4H5NO2

C4H5NO2 in the gas phase at a distorted geometry (ωB97M-V with the def2-TZVPD basis set, the Open Molecules 2025 dataset).

Last columns: bonded neighbours and bond lengths (Å).
Positions of all 12 atoms, in Å:
1 O -2.3324 -0.0355 0.3356  C2 1.206
2 C -1.2765 0.4751 0.0552  O1 1.206, C3 1.545, H8 1.107
3 C 0.0454 0.0768 0.7487  C2 1.545, N5 1.478, C6 1.500, H9 1.089
4 C 0.2187 -1.3941 -0.9376  N5 1.266, H10 1.096, H11 1.078
5 N 0.5612 -1.2221 0.2691  C3 1.478, C4 1.266
6 C 1.1233 1.0958 0.5288  C3 1.500, O7 1.211, H12 1.103
7 O 1.1331 1.7949 -0.4595  C6 1.211
8 H -1.1999 1.2596 -0.7216  C2 1.107
9 H -0.1998 -0.1738 1.7802  C3 1.089
10 H -0.0059 -0.5629 -1.6165  C4 1.096
11 H -0.0166 -2.4016 -1.2417  C4 1.078
12 H 1.9493 1.0877 1.2594  C6 1.103

Properties
SMILES ... C=NC(C=O)C=O
HOMO level ... -9.9 eV
ΔE to the lowest compared entry with this formula, charge and spin ... 66.50 kcal/mol
Largest force on an atom ... 1.236 eV/Å
Orbital gap ... 10.2 eV